Record 1
2 unconnected molecules or ions with the total composition C16H32Br2IN2O3P in a non-equilibrium geometry. Source: OMol25; level of theory: ωB97M-V with the def2-TZVPD basis set.

Geometry (Å):
I1 -7.5539 1.8444 -1.2946
Br1 1.7423 -4.1862 -0.2472
Br2 -0.1592 -1.6837 3.6681
P1 -1.3177 -2.9101 2.1451
O1 -2.6705 -1.0278 -1.1975
O2 5.4419 1.4865 0.0643
O3 -2.8868 -2.8388 2.6422
N1 -0.4581 -2.4088 -0.4755
N2 -3.4882 1.1632 -0.6933
C1 -6.3924 0.9187 0.2526
C2 7.5680 0.4949 0.3827
C3 1.7545 -1.3535 -0.9267
C4 6.3895 2.5397 0.2676
C5 -5.1099 -0.6012 -1.4202
C6 -1.2777 -1.8440 0.5893
C7 -5.8560 -0.4708 -0.0909
C8 -2.2966 1.6175 -0.6744
C9 -1.7952 2.1972 0.6325
C10 -3.6721 -0.0648 -1.4817
C11 2.1275 -0.1027 -0.1099
C12 6.0731 0.2242 0.3058
C13 -1.3327 1.6433 -1.8336
C14 -2.7124 -1.5152 0.1274
C15 0.9627 -2.3795 -0.1000
C16 7.5980 1.9108 0.9450
H1 -5.2912 -0.8213 0.7706
H2 -5.0742 -1.6649 -1.6609
H3 -3.2715 -2.4564 0.1228
H4 -1.7348 1.4277 1.3947
H5 -0.7167 -3.3888 -0.5695
H6 -0.8271 -0.8861 0.8633
H7 1.0957 -2.1117 0.9463
H8 1.4807 0.7519 -0.3118
H9 -7.0533 0.8268 1.1105
H10 -2.5369 2.9351 0.9410
H11 5.8092 -0.4717 -0.4920
H12 3.1401 0.2119 -0.3440
H13 -0.8500 2.7073 0.4571
H14 -5.6127 1.6050 0.5485
H15 5.9313 3.3276 0.8663
H16 -0.5315 0.9125 -1.7489
H17 -0.9553 2.6622 -1.9085
H18 8.0044 0.4821 -0.6188
H19 -3.2030 -1.9244 2.7431
H20 8.0989 -0.2331 0.9941
H21 -5.6582 -0.1391 -2.2365
H22 -3.1096 -0.7989 0.8435
H23 2.0739 -0.2932 0.9620
H24 2.6927 -1.8352 -1.1879
H25 1.2076 -1.1083 -1.8311
H26 -1.8872 1.4477 -2.7484
H27 6.6538 2.9556 -0.7104
H28 7.4508 1.8847 2.0273
H29 8.5240 2.4463 0.7410
H30 -6.7293 -1.1225 -0.1622
H31 5.6927 -0.1730 1.2533
H32 -3.4914 0.1911 -2.5313

Force components x, y, z for each atom (eV/Å):
0.13 -0.06 0.19
-0.14 0.23 -0.02
-0.35 0.16 -0.32
-0.07 -1.13 -0.09
-0.23 0.64 0.48
0.13 -0.05 0.03
0.57 0.81 0.05
0.06 -0.92 0.93
0.49 -1.58 1.33
0.06 -0.26 0.62
0.07 0.00 -0.16
0.59 -0.29 0.59
-0.02 0.03 -0.17
0.64 -0.31 0.65
-0.22 1.46 0.16
-0.81 0.48 -0.68
0.10 0.08 0.26
-0.50 1.05 -1.06
-0.48 1.16 -1.69
-0.24 0.14 -0.19
-0.11 0.00 0.15
-0.66 -0.30 -0.13
0.90 -1.19 -0.31
-0.10 0.47 -0.46
-0.03 -0.01 0.17
0.23 0.00 -0.02
0.17 -0.04 -0.14
-0.42 0.19 0.19
0.16 -0.11 0.02
-0.10 0.11 -0.35
0.11 0.06 -0.07
-0.04 -0.30 0.15
-0.11 -0.03 -0.01
-0.27 0.05 -0.10
0.04 0.02 0.31
-0.05 0.04 -0.02
0.08 0.12 0.04
0.16 -0.09 0.39
0.17 0.19 -0.39
-0.07 -0.03 -0.02
0.17 0.08 0.09
0.33 -0.04 0.10
0.00 -0.02 0.01
-0.12 -0.33 0.05
-0.02 0.00 0.02
-0.25 0.16 0.13
-0.32 0.08 -0.12
0.10 -0.03 0.07
0.02 0.02 -0.34
-0.04 -0.10 -0.10
0.14 -0.14 -0.13
0.05 0.05 0.03
0.01 0.02 -0.01
-0.01 0.00 -0.03
0.00 -0.13 0.05
0.04 -0.07 -0.01
0.09 -0.36 -0.13

Results
max |F| = 2.128 eV/Å
orbital gap = 9.26 eV
SMILES string = CC[C@H](Br)N[C@@H](CO[C@@H](CCCI)N=C(C)C)P(O)Br.C1CCOC1
E_LUMO = 0.325 eV
DFT total energy = -183707.31089 eV



Record 2
A molecular structure, C5H9NO3 in a non-equilibrium geometry. Source: OMol25; level of theory: ωB97M-V with the def2-TZVPD basis set.

Geometry (Å):
O1 0.4363 0.2336 0.6975
O2 1.8377 1.2835 -0.9240
O3 -0.9446 -1.1342 -0.9975
N1 2.1025 -0.9556 -0.4236
C1 1.3458 0.2306 -0.5302
C2 -2.2309 -0.9714 1.1203
C3 0.1480 1.5179 1.2358
C4 -1.3939 -0.9110 0.1348
C5 -0.1353 -0.1688 -1.7092
H1 1.5727 -1.7853 -0.1964
H2 -0.3079 2.1715 0.4874
H3 -3.2823 -1.1749 0.9481
H4 2.7422 -1.0620 -1.1972
H5 0.1416 -0.6330 -2.6473
H6 -1.8918 -0.7915 2.1324
H7 -0.5400 1.3994 2.0722
H8 -0.6754 0.7713 -1.7824
H9 1.0754 1.9798 1.5792

Force components x, y, z for each atom (eV/Å):
-0.01 -0.58 -0.02
-0.01 0.01 0.35
-0.48 -0.35 1.09
0.12 -0.02 0.51
-1.52 -0.02 -0.79
0.04 0.15 0.16
0.22 0.05 -0.47
0.79 0.22 -0.98
0.82 0.71 0.68
0.11 0.03 -0.14
0.05 0.01 0.01
0.10 0.02 -0.13
-0.17 -0.02 0.02
-0.07 -0.01 -0.02
0.08 -0.01 -0.10
0.05 -0.15 -0.02
-0.05 -0.03 -0.12
-0.07 -0.01 -0.02

Results
max |F| = 1.711 eV/Å
orbital gap (spin up / spin down) = 7.55 / 7.55 eV
relative energy (zero: lowest compared OMol25 entry of this formula, charge and spin) = 630.6 kJ/mol
E_LUMO (spin up / spin down) = -0.273 / -0.273 eV
DFT total energy = -12958.17067 eV



Record 3
2 unconnected molecules or ions with the total composition C12H17N in a non-equilibrium geometry. Source: OMol25; level of theory: ωB97M-V with the def2-TZVPD basis set.

Geometry (Å):
N1 -2.7810 0.3389 -0.3647
C1 -0.3804 -1.2632 1.7680
C2 2.4893 0.7267 -1.0188
C3 -1.8960 -1.9835 -0.4677
C4 3.4020 0.9661 -2.2126
C5 -2.4877 1.3992 0.5094
C6 1.1641 0.0821 -1.4650
C7 -2.1093 -0.7505 0.1454
C8 -1.6001 1.0265 1.4516
C9 -0.2339 -2.5030 1.1954
C10 -0.9980 -2.8735 0.0733
C11 -1.3432 -0.3942 1.2596
C12 -0.8517 1.8924 2.4267
H1 4.1994 1.6765 -1.9731
H2 2.8920 1.4294 -3.0632
H3 -0.7915 1.3433 3.3498
H4 2.9659 0.0496 -0.3214
H5 -3.7275 0.2412 -0.7034
H6 -2.8219 2.4097 0.3293
H7 0.6313 -0.4657 -0.6992
H8 3.7914 0.0175 -2.5823
H9 -1.1722 2.9107 2.5611
H10 -2.3127 -2.1559 -1.4482
H11 -0.8075 -3.8209 -0.4095
H12 0.1836 1.9143 2.0547
H13 2.2388 1.6528 -0.5121
H14 0.1755 -1.0313 2.6699
H15 0.4641 -3.2191 1.5992
H16 1.2712 -0.4791 -2.3929
H17 0.4463 0.8630 -1.7591

Force components x, y, z for each atom (eV/Å):
-0.36 0.65 0.73
-0.22 -0.30 0.66
-0.85 -0.50 -0.59
-0.25 0.07 -0.46
0.04 0.53 -0.14
0.12 0.24 -0.15
-0.51 1.05 -0.55
0.86 -1.14 -0.33
0.01 0.22 0.46
-0.35 -0.45 -0.21
0.35 0.32 0.25
-0.13 1.15 -0.43
0.83 -1.11 -0.92
0.22 -0.41 0.05
-0.30 -0.06 0.16
-0.10 0.15 0.74
0.30 0.04 0.30
0.19 -0.03 -0.25
-0.30 -0.13 -0.12
0.22 -0.44 0.15
0.26 0.07 0.07
-0.46 0.19 0.01
-0.36 -0.27 -0.02
-0.05 -0.05 -0.04
-0.06 0.24 0.17
0.23 0.17 0.23
0.14 0.24 -0.19
0.16 0.00 0.09
0.18 -0.53 0.24
0.19 0.09 0.08

Results
max |F| = 1.659 eV/Å
orbital gap = 9.00 eV
relative energy (zero: lowest compared OMol25 entry of this formula, charge and spin) = 51.3 kJ/mol
SMILES string = Cc1c[nH]c2ccccc12.CCC
E_LUMO = 0.973 eV
DFT total energy = -14209.80626 eV



Record 4
A molecular structure, C23H48NO11S5 in a non-equilibrium geometry. Source: OMol25; level of theory: ωB97M-V with the def2-TZVPD basis set.

Geometry (Å):
S1 -1.5529 5.1053 -3.0856
S2 -0.3148 0.0703 4.5770
S3 -1.9928 -3.0121 2.4720
S4 1.9321 -4.7807 -4.5394
S5 4.3744 0.2149 2.0359
O1 -1.3323 4.3214 -1.8793
O2 0.6441 -0.9841 4.2757
O3 0.1756 -0.9544 -0.8067
O4 4.0965 -0.9061 2.9244
O5 -0.8623 0.9116 3.6115
O6 1.4350 -6.1008 -4.1790
O7 -2.2744 -3.0389 3.8684
O8 -2.0520 -1.7855 1.6934
O9 -2.4328 4.6509 -4.0796
O10 3.2082 -4.2175 -4.2391
O11 5.7628 0.2731 1.5169
N1 -1.8644 0.0962 -0.2850
C1 3.2731 0.3820 0.6690
C2 1.6588 -4.5700 -6.1698
C3 -0.4070 -3.6982 -4.9333
C4 -1.2270 0.3331 6.9797
C5 3.9821 1.7803 2.7300
C6 0.6167 -3.7714 -3.9173
C7 -1.9942 6.7886 -2.7149
C8 0.0711 -4.3857 -6.2932
C9 -0.9172 -0.1107 -2.7690
C10 -0.6114 -3.9675 2.1634
C11 -1.0355 7.7069 -3.4384
C12 -0.7841 -0.3104 -1.2820
C13 3.3564 2.5339 1.6742
C14 -1.0164 -4.6928 1.0386
C15 0.0134 5.5207 -3.7389
C16 2.3857 1.5549 0.9727
C17 -3.1828 -4.0702 1.6647
C18 -2.4288 -5.2647 1.2638
C19 0.5597 1.1476 5.6669
C20 -1.6074 1.3747 0.3725
C21 -1.4470 -0.4024 5.7608
C22 0.2952 6.8971 -3.5317
C23 0.2290 0.8189 6.9594
H1 3.9406 0.6779 -0.2235
H2 2.8401 -0.5014 0.4725
H3 1.9801 2.1477 0.0971
H4 3.9265 3.0979 1.1241
H5 -0.8937 -4.4856 -4.5650
H6 2.1234 -3.6810 -6.4722
H7 0.2699 1.8242 7.6824
H8 -0.5857 -4.4263 3.0504
H9 2.0333 -5.5753 -6.7353
H10 0.3524 2.0859 5.6908
H11 0.3812 -3.8994 -2.8791
H12 -0.2524 -5.6032 0.9677
H13 -1.8910 -0.5472 -3.2213
H14 -0.1341 -3.7841 -7.1819
H15 -1.8804 1.2429 7.0896
H16 -3.0626 6.9876 -3.1320
H17 -1.7981 6.9246 -1.6864
H18 0.9507 6.9749 -2.6779
H19 -2.9114 0.1693 -0.6401
H20 1.7109 0.9051 5.3501
H21 -4.0136 -4.0236 2.3031
H22 2.8489 3.3768 2.1397
H23 0.8305 4.6293 -3.2133
H24 -1.6626 2.1888 -0.4122
H25 -2.5985 -0.4058 5.5173
H26 -1.2781 8.1382 -4.3717
H27 -0.6979 -2.7526 -4.9823
H28 -1.9854 -0.3812 0.3672
H29 -1.2741 0.9861 -3.0921
H30 -0.1216 5.2916 -4.7342
H31 -3.5175 -3.7551 0.6458
H32 1.5077 1.0264 1.5479
H33 0.8942 0.0541 7.1753
H34 -0.8402 8.6765 -2.9061
H35 -0.1450 -0.4311 -3.1707
H36 3.1331 1.5412 3.3625
H37 0.7487 7.2750 -4.3940
H38 -0.6325 -4.1290 0.1034
H39 -2.7847 -5.8016 0.3185
H40 -0.9270 -1.2648 5.8220
H41 -2.3146 1.8028 1.1044
H42 -2.5041 -5.9618 2.0568
H43 -1.5533 -0.2608 7.7685
H44 -0.6440 1.4533 0.8393
H45 0.9886 -2.7897 -3.6475
H46 0.2548 -3.1642 1.8770
H47 -0.4123 -5.4911 -6.3568
H48 4.8681 2.1797 3.2132

Force components x, y, z for each atom (eV/Å):
1.12 1.06 2.53
3.26 1.05 1.23
-2.61 1.32 -1.11
-0.96 -1.04 2.77
4.09 -1.61 0.08
-0.52 0.03 -0.15
-1.46 0.12 -0.35
-3.78 2.85 -1.34
-0.62 1.14 -0.78
-1.85 1.69 -4.11
1.16 0.16 -0.11
-0.08 0.70 1.03
0.57 0.74 0.29
-1.51 -1.42 -1.90
0.83 -0.44 0.72
-2.14 0.16 0.53
-1.44 10.57 -13.24
2.53 3.12 -2.38
-2.32 -2.88 -3.54
2.49 -3.39 -2.43
-0.06 3.63 0.79
0.33 -1.23 1.70
3.51 2.82 1.65
-2.35 1.16 -1.83
0.83 -1.91 0.46
-10.56 5.28 3.10
3.08 6.26 -1.30
1.90 0.64 1.64
3.20 -3.47 1.16
-4.94 -0.52 2.58
3.33 -5.32 -4.26
2.17 -5.70 2.04
-1.54 0.25 -0.27
-0.62 1.42 -2.55
0.27 -1.27 -2.01
5.58 -3.88 -4.58
0.26 4.65 -1.21
-4.54 0.33 -1.57
0.06 2.60 0.95
-1.70 1.10 6.77
-0.72 -0.74 1.39
-1.74 -3.14 -0.66
0.23 -1.30 0.61
3.72 1.98 -4.12
-4.48 -2.01 1.03
0.99 1.01 -0.70
0.46 -3.04 -1.47
1.27 -2.26 3.28
-0.71 2.69 1.29
-1.35 6.19 -2.15
-0.77 -1.90 0.42
-1.60 1.50 0.01
1.57 -0.25 1.08
-0.21 -0.32 0.17
0.42 -0.69 -0.56
1.63 -0.61 1.48
-0.59 0.12 1.33
0.04 0.70 0.34
2.70 -0.20 -0.10
-2.64 1.02 0.95
-1.21 -0.85 0.93
-0.86 -0.12 0.39
-2.40 2.93 -1.74
0.42 -0.87 0.55
2.62 -0.61 -0.22
-0.88 -0.53 -1.43
-2.42 3.54 -0.63
-1.28 -11.79 13.29
1.59 -1.83 1.00
0.12 -0.70 -2.40
0.20 1.18 1.09
1.38 1.99 -0.31
1.05 -1.55 2.03
-0.21 -1.10 0.25
7.16 -2.74 -3.97
0.37 -0.03 1.05
1.42 0.63 -1.04
-1.92 -0.79 0.97
0.20 0.92 1.37
0.06 -4.32 1.21
-0.26 -1.51 -0.15
0.83 -1.14 0.75
0.09 -1.08 1.79
0.50 -0.64 0.08
1.04 0.82 -1.03
-1.70 -2.18 1.40
1.01 2.87 -0.07
-0.14 -0.01 0.21

Results
max |F| = 17.813 eV/Å
orbital gap = 8.40 eV
relative energy (zero: lowest compared OMol25 entry of this formula, charge and spin) = 1246.3 kJ/mol
E_LUMO = -3.616 eV
total charge = +1
DFT total energy = -102796.56823 eV



Question: Which of these has the lowest max |F|?
Answer: C12H17N



Question: max |F| of number 1 (C16H32Br2IN2O3P)?
Answer: 2.128 eV/Å



Question: Look up the max |F| of the second one.
Answer: 1.711 eV/Å